(1)
DFT (the ωB97M-V functional and the def2-TZVPD basis) results for C36H47AsN2P2PdS3 as an isolated structure.

The geometry in XYZ format:
```
92
C36H47AsN2P2PdS3 | the OMol25 dataset | the ωB97M-V functional and the def2-TZVPD basis
Pd -0.51 0.34 0.56
S -1.67 -1.11 2.09
P -1.16 0.48 3.28
C -0.62 1.63 2.22
P 0.34 2.81 1.56
S 0.34 2.37 -0.44
C -0.34 4.46 1.88
C -0.10 5.07 3.11
C -0.74 6.26 3.43
C -1.61 6.85 2.53
C -1.85 6.24 1.30
C -1.22 5.05 0.98
C 2.06 2.90 2.13
C 2.85 4.01 1.81
C 4.18 4.05 2.20
C 4.73 2.98 2.90
C 3.95 1.88 3.21
C 2.62 1.84 2.82
C 0.05 -0.06 4.53
C 0.28 0.75 5.64
C 1.33 0.46 6.50
C 2.14 -0.64 6.26
C 1.91 -1.45 5.16
C 0.86 -1.17 4.29
C -2.59 1.07 4.23
C -3.01 2.39 4.09
C -4.11 2.84 4.80
C -4.80 1.97 5.65
C -4.38 0.65 5.78
C -3.27 0.20 5.08
H 0.58 4.62 3.82
H -0.55 6.73 4.39
H -2.11 7.78 2.77
H -2.53 6.70 0.59
H -1.41 4.56 0.03
H 2.42 4.84 1.27
H 4.78 4.91 1.95
H 5.77 3.01 3.20
H 4.37 1.04 3.75
H 2.01 0.97 3.05
H -0.35 1.61 5.83
H 1.51 1.09 7.36
H 2.96 -0.87 6.93
H 2.54 -2.31 4.96
H 0.67 -1.78 3.42
H -2.48 3.05 3.41
H -4.44 3.86 4.69
H -5.66 2.32 6.20
H -4.91 -0.02 6.44
H -2.95 -0.82 5.18
C 3.59 0.35 -1.17
N 2.81 -0.77 -1.69
C 2.20 -0.49 -2.99
C 2.17 -1.60 -0.80
S 2.04 -1.23 0.82
N 1.67 -2.76 -1.32
C 0.85 -3.62 -0.48
C 2.28 -3.42 -2.47
H 4.22 0.72 -1.99
H 4.22 0.01 -0.35
H 2.94 1.15 -0.81
H 1.81 0.53 -2.99
H 1.38 -1.17 -3.18
H 2.93 -0.59 -3.80
H 0.17 -3.01 0.10
H 1.47 -4.21 0.20
H 0.29 -4.29 -1.13
H 3.16 -2.88 -2.79
H 1.58 -3.50 -3.30
H 2.59 -4.43 -2.18
C -3.72 1.63 -0.04
C -3.13 1.33 -1.41
As -1.93 -0.23 -1.45
C -3.29 -1.65 -1.39
C -2.70 -3.05 -1.53
C -1.44 -0.23 -3.35
C -2.58 -0.09 -4.35
H -4.40 2.48 -0.10
H -2.94 1.87 0.69
H -4.28 0.78 0.35
H -2.52 2.17 -1.76
H -3.92 1.16 -2.14
H -4.03 -1.44 -2.16
H -3.79 -1.53 -0.42
H -2.19 -3.18 -2.49
H -3.49 -3.81 -1.47
H -1.99 -3.25 -0.74
H -0.89 -1.16 -3.52
H -0.72 0.58 -3.47
H -3.32 -0.89 -4.23
H -2.21 -0.14 -5.37
H -3.10 0.86 -4.23
```

Calculated values
* spin multiplicity: 1
* HOMO-LUMO gap: 0.264 Eh

---

(2)
DFT (the ωB97M-V functional and the def2-TZVPD basis) results for C49H38AsIrN5O11S4 as an isolated structure.

The geometry in XYZ format:
```
109
C49H38AsIrN5O11S4 | the OMol25 dataset | the ωB97M-V functional and the def2-TZVPD basis
Ir 0.84 1.90 -0.42
O 0.75 3.94 5.25
C 0.71 3.47 3.99
C -0.45 3.47 3.23
C -0.38 2.96 1.95
N 0.77 2.48 1.49
C 1.90 2.50 2.18
C 1.91 2.98 3.47
C 3.08 2.01 1.37
O 4.17 1.85 1.85
O 2.77 1.76 0.11
C -1.50 2.88 0.93
O -2.60 3.29 1.18
O -1.11 2.32 -0.20
H -0.11 4.30 5.50
H -1.40 3.85 3.59
H 2.83 3.01 4.04
O 0.39 3.59 -3.81
As 1.61 2.39 -3.55
O 1.87 1.50 -4.88
O 1.03 1.35 -2.25
C 3.26 3.17 -2.90
C 4.36 2.72 -3.63
C 5.65 3.09 -3.26
C 5.85 3.90 -2.15
C 4.76 4.36 -1.43
C 3.47 4.00 -1.81
S 2.17 4.76 -0.86
O 1.89 6.03 -1.45
O 2.56 4.72 0.52
O 0.97 3.85 -1.11
H 0.23 4.07 -2.98
H 4.19 2.07 -4.48
H 6.50 2.73 -3.84
H 6.85 4.18 -1.85
H 4.90 4.99 -0.56
N -2.30 0.55 -2.29
S -4.46 -0.64 -0.21
N -1.60 -0.17 -2.70
S -0.87 -2.58 -0.63
N 0.74 -2.56 -0.65
S 1.44 -1.20 -0.14
N 0.55 -0.04 0.12
C 2.79 -1.03 -1.28
C 4.04 -0.62 -0.82
C 5.04 -0.40 -1.75
C 4.79 -0.58 -3.10
C 3.53 -0.97 -3.55
C 2.53 -1.20 -2.63
C 2.26 -1.78 1.35
C 1.97 -1.13 2.53
C 2.55 -1.57 3.71
C 3.40 -2.66 3.69
C 3.68 -3.32 2.49
C 3.11 -2.88 1.31
C -1.17 -3.86 -1.84
C -1.10 -3.45 -3.16
C -1.29 -4.39 -4.17
C -1.56 -5.71 -3.84
C -1.64 -6.10 -2.51
C -1.44 -5.17 -1.50
C -1.34 -3.39 0.89
C -0.36 -3.86 1.76
C -0.76 -4.42 2.97
C -2.10 -4.50 3.29
C -3.07 -4.02 2.41
C -2.69 -3.46 1.20
C -3.88 -0.09 1.38
C -2.52 -0.13 1.64
C -2.05 0.13 2.92
C -2.93 0.47 3.93
C -4.29 0.55 3.67
C -4.77 0.25 2.40
C -5.56 0.65 -0.73
C -5.36 1.98 -0.40
C -6.23 2.95 -0.89
C -7.29 2.59 -1.72
C -7.48 1.26 -2.05
C -6.62 0.28 -1.55
H 4.22 -0.45 0.23
H 6.02 -0.07 -1.41
H 5.58 -0.39 -3.83
H 3.33 -1.06 -4.60
H 1.54 -1.49 -2.96
H 1.29 -0.29 2.51
H 2.34 -1.06 4.64
H 3.86 -3.01 4.61
H 4.35 -4.17 2.48
H 3.31 -3.38 0.37
H -0.90 -2.41 -3.41
H -1.23 -4.08 -5.20
H -1.71 -6.44 -4.63
H -1.85 -7.13 -2.26
H -1.50 -5.48 -0.46
H 0.68 -3.79 1.48
H 0.00 -4.79 3.65
H -2.40 -4.93 4.24
H -4.12 -4.08 2.67
H -3.43 -3.08 0.52
H -1.82 -0.33 0.84
H -0.98 0.07 3.11
H -2.56 0.68 4.93
H -4.98 0.82 4.45
H -5.83 0.28 2.20
H -4.52 2.28 0.22
H -6.06 3.98 -0.63
H -7.96 3.35 -2.10
H -8.30 0.97 -2.69
H -6.78 -0.76 -1.79
```

Calculated values
* <S²>: 0.753
* spin multiplicity: 2
* HOMO-LUMO gap (alpha / beta): 0.285 / 0.227 Eh

---

(3)
DFT (the ωB97M-V functional and the def2-TZVPD basis) results for one molecule with the formula C4H9FO.

The geometry in XYZ format:
```
15
C4H9FO | the OMol25 dataset | the ωB97M-V functional and the def2-TZVPD basis
C 1.47 -0.44 0.66
C 0.49 -0.44 -0.51
O 1.22 -0.12 -1.73
C -0.66 0.62 -0.43
C -1.83 0.09 0.47
F -0.16 1.64 0.25
H 1.56 0.64 0.97
H 1.08 -0.98 1.48
H 2.47 -0.89 0.48
H 0.13 -1.49 -0.64
H 1.52 0.78 -1.62
H -1.15 0.84 -1.40
H -2.25 -0.88 0.08
H -1.36 -0.24 1.41
H -2.53 0.87 0.53
```

Calculated values
* spin multiplicity: 1
* HOMO-LUMO gap: 0.414 Eh

---

We obtain max |F| values of 0.8; 0.4; 4.8 eV/Å for the records listed above, in that order.
We obtain energy values of -5750.47983; -6924.34019; -332.88154 a.u. for the records listed above, in that order.
We obtain energy relative to the best compared isomer or geometry (same formula, charge and spin) values of 0.276; 0.020; 0.490 eV for the records listed above, in that order.